Formula: C26H70O28P6
Source: the OMol25 dataset
Level of theory: ωB97M-V/def2-TZVPD

Geometry as XYZ:
```
130
Properties=species:S:1:pos:R:3:forces:R:3
C 6.7895 -3.2500 -39.0881 0.545 -0.659 0.289
O 6.7015 -2.2171 -40.0746 -1.523 1.018 -0.408
P 5.2533 -1.9316 -40.7047 -0.045 -0.625 0.289
O 5.1721 -0.8537 -41.6999 0.339 -0.092 0.481
O 4.8442 -3.3531 -41.3066 -0.416 0.026 0.600
C 5.6509 -3.8842 -42.3478 0.488 -0.171 -1.035
O 4.2950 -1.8111 -39.4203 0.975 0.350 -0.949
C 2.8612 -1.8519 -39.5442 0.357 -0.653 -0.184
H 5.9976 -3.2566 -38.3389 0.190 0.455 -0.379
H 7.7492 -3.0559 -38.6119 -0.107 -0.299 0.175
H 6.7759 -4.2378 -39.5498 0.202 0.158 -0.233
H 5.0381 -4.1190 -43.2195 -0.110 0.080 0.130
H 6.1772 -4.7958 -42.0583 -0.150 0.096 0.416
H 6.4041 -3.1712 -42.6911 -0.078 0.038 0.041
H 2.4291 -1.0423 -38.9618 0.057 0.037 -0.036
H 2.5959 -2.8319 -39.1523 -0.476 0.151 -0.009
H 2.5684 -1.7977 -40.5928 -0.124 0.140 0.054
C 2.4359 -6.0023 -40.8421 0.166 -0.131 -0.549
O 1.8063 -4.9858 -40.0556 -0.541 -0.094 0.642
P 0.6343 -5.4111 -39.0560 -0.961 -0.635 -0.719
O -0.4129 -6.2826 -39.6323 0.499 0.915 0.182
O 0.1672 -4.0170 -38.4385 0.288 -1.220 0.044
C -0.6330 -3.1137 -39.2043 0.450 0.837 -0.856
O 1.4230 -6.1545 -37.9108 0.407 0.901 0.126
C 0.8563 -6.6533 -36.7211 -0.418 -1.092 0.820
H 3.3736 -6.3091 -40.3810 -0.002 0.086 0.072
H 2.6308 -5.5637 -41.8200 0.128 0.049 0.069
H 1.7967 -6.8711 -41.0030 -0.157 0.081 0.227
H -1.0441 -3.5067 -40.1353 -0.026 -0.528 0.283
H 0.0539 -2.3271 -39.5273 -0.331 0.236 0.182
H -1.4406 -2.7057 -38.6050 0.131 -0.092 0.167
H -0.2333 -6.6570 -36.6452 -0.014 0.468 -0.538
H 1.2456 -6.1414 -35.8409 0.154 0.180 -0.208
H 1.1155 -7.7129 -36.6509 0.227 0.109 0.018
C 9.3683 1.8932 -36.7050 -0.264 0.221 0.223
O 9.2266 1.4999 -38.0729 -0.198 0.303 -0.614
P 8.7963 2.6043 -39.1685 0.269 0.048 0.230
O 7.5299 3.2794 -38.8506 0.051 -0.265 0.015
O 8.8763 1.7407 -40.4999 0.501 1.042 0.573
C 7.7368 0.9861 -40.8942 -0.045 -1.505 -0.333
O 10.0141 3.6382 -39.3215 -0.418 -0.735 -0.560
C 10.1899 4.7186 -38.3843 -0.348 -0.912 0.348
H 10.4328 1.9202 -36.4788 -0.048 0.140 0.150
H 8.8626 1.1946 -36.0373 0.121 -0.346 -0.299
H 8.8781 2.8526 -36.5230 0.246 0.112 -0.056
H 7.3058 1.3247 -41.8341 -0.273 0.724 0.424
H 7.0468 0.8559 -40.0635 -0.374 0.383 -0.276
H 8.0532 -0.0274 -41.1585 0.364 0.069 0.313
H 10.4142 5.6418 -38.9080 0.166 -0.131 -0.149
H 10.9942 4.3744 -37.7341 0.105 0.558 0.089
H 9.2776 4.8460 -37.7998 0.034 0.159 -0.039
C 8.8843 -5.9322 -37.6443 0.590 -0.723 0.084
O 7.4955 -5.9914 -37.9572 -0.587 0.168 -0.131
P 6.8782 -7.2249 -38.7338 -0.204 0.247 -0.323
O 7.2378 -8.5286 -38.1830 0.113 -0.116 -0.220
O 5.3056 -6.9428 -38.7865 0.923 0.437 0.060
C 4.4504 -7.2499 -37.7105 -1.201 0.125 1.418
O 7.2711 -6.8819 -40.2504 -0.065 -0.237 0.841
C 6.7488 -7.6997 -41.3015 -0.347 -0.195 -0.242
H 9.0649 -5.1102 -36.9587 -0.205 0.176 -0.168
H 9.4788 -5.8403 -38.5546 -0.076 0.284 -0.008
H 9.2049 -6.8552 -37.1554 -0.154 -0.005 0.035
H 4.8831 -7.5799 -36.7608 0.794 -0.567 -0.607
H 3.7014 -7.9653 -38.0451 0.115 -0.094 0.016
H 3.9099 -6.3752 -37.3333 0.028 0.304 -0.840
H 6.1771 -7.0548 -41.9681 0.146 -0.014 -0.095
H 6.0734 -8.4765 -40.9377 0.096 0.036 0.181
H 7.5626 -8.1824 -41.8384 0.079 0.150 0.021
C 6.0167 0.3621 -37.1795 -0.576 1.286 -0.569
O 5.5178 -0.0955 -35.9236 -0.200 -0.873 0.790
P 6.1917 -1.3677 -35.2437 0.358 0.446 -0.283
O 7.6285 -1.2205 -34.9908 -0.161 -0.318 -0.157
O 5.3084 -1.6017 -33.9403 0.078 0.114 -0.962
C 5.9633 -1.9932 -32.7374 -0.493 0.290 1.233
O 5.8625 -2.5802 -36.2326 0.090 0.302 0.975
C 4.5142 -2.9612 -36.5007 -0.526 -0.315 -0.314
H 6.9520 -0.0802 -37.5152 -0.012 -0.235 0.203
H 6.1308 1.4445 -37.0934 0.429 -0.078 0.139
H 5.2273 0.2786 -37.9299 0.130 -0.574 -0.021
H 5.2458 -2.5826 -32.1623 0.092 -0.233 -0.295
H 6.1255 -1.1065 -32.1179 0.318 0.003 -0.260
H 6.8933 -2.5383 -32.8712 -0.031 0.056 -0.276
H 4.1467 -2.3820 -37.3483 0.032 -0.187 0.175
H 3.8064 -2.8670 -35.6749 0.415 0.300 0.297
H 4.5441 -4.0238 -36.7442 0.004 0.062 -0.219
C 3.7445 -4.8511 -47.5518 -0.297 -0.151 0.011
O 4.1589 -3.4789 -47.6623 -0.426 0.606 0.700
P 4.4707 -2.7225 -46.2954 -0.156 -0.546 -0.629
O 5.6609 -3.2830 -45.6435 -0.171 0.448 0.580
O 4.5239 -1.1910 -46.7276 0.049 -0.920 0.145
C 5.2580 -0.2788 -45.9059 0.307 1.081 -0.134
O 3.0908 -2.8819 -45.4722 0.762 0.110 -0.848
C 2.9689 -2.2013 -44.2348 -0.882 -0.479 1.153
H 3.5419 -5.1734 -46.5295 0.170 0.265 0.118
H 4.5159 -5.4983 -47.9592 0.014 0.097 -0.189
H 2.8035 -4.9478 -48.0883 0.118 -0.070 -0.226
H 4.6184 0.5853 -45.7196 -0.179 -0.241 0.230
H 6.1044 0.1332 -46.4588 0.065 -0.408 -0.110
H 5.6214 -0.7006 -44.9712 -0.134 -0.172 -0.033
H 3.9212 -1.9903 -43.7467 -0.010 0.220 -0.165
H 2.4046 -2.8720 -43.5754 0.291 -0.092 0.020
H 2.3098 -1.3297 -44.2916 0.497 0.241 -0.471
C 0.5780 0.6416 -41.9451 -0.333 0.077 -0.243
C -0.3573 0.0588 -43.0055 1.033 -0.411 0.174
O -1.7326 0.3696 -42.7903 -0.234 0.450 -0.610
C -2.3396 -0.1673 -41.7484 -0.250 -0.534 1.278
C -3.7521 0.3013 -41.5393 -0.531 -0.062 -0.469
O -1.7970 -0.9230 -40.9749 0.190 -0.178 -0.192
H 0.5996 -0.0007 -41.0683 -0.098 0.155 0.107
H 0.2307 1.6409 -41.6797 0.125 0.006 0.141
H 1.5954 0.7243 -42.3277 -0.016 -0.010 -0.111
H -0.1276 0.4373 -43.9981 -0.141 0.198 0.024
H -0.1904 -1.0204 -43.0308 -0.390 -0.075 -0.037
H -3.7399 1.3577 -41.2736 -0.084 0.026 -0.095
H -4.2702 -0.2651 -40.7706 0.484 -0.023 0.291
H -4.3753 0.1532 -42.4237 0.300 0.327 -0.233
C 9.3800 -4.7217 -42.5350 0.399 0.258 0.621
C 9.2902 -5.1178 -43.9986 -0.034 1.036 0.841
O 8.0009 -5.6628 -44.2688 0.190 -0.275 -0.003
C 7.7572 -6.0067 -45.5550 -0.758 0.041 0.220
C 6.4328 -6.6850 -45.6049 -1.088 -0.696 0.557
O 8.4745 -5.7792 -46.4767 0.746 0.108 -0.378
H 8.7751 -3.8667 -42.2215 -0.479 -0.217 -0.421
H 10.3854 -4.3337 -42.3408 0.149 -0.340 -0.140
H 9.2009 -5.5311 -41.8251 -0.051 -0.119 -0.160
H 9.4147 -4.1843 -44.5481 0.137 -0.307 -0.513
H 10.0767 -5.8326 -44.2289 -0.058 -0.038 -0.299
H 5.7210 -6.0723 -45.0490 -0.002 0.034 -0.048
H 6.4767 -7.6438 -45.0797 0.228 0.106 0.199
H 5.9897 -6.9409 -46.5623 0.545 0.469 -0.374
```
Forces are in eV/Å.

Results
Gap between HOMO and LUMO: 0.393 Ha
LUMO level: 0.403 eV
Highest occupied orbital energy: -10.3 eV
SMILES: COP(=O)(OC)OC.COP(=O)(OC)OC.COP(=O)(OC)OC.COP(=O)(OC)OC.COP(=O)(OC)OC.COP(=O)(OC)OC.CCOC(C)=O.CCOC(C)=O